[1]
Entry from OMol25: a 6-piece molecular cluster, C21H28Br6O7S overall (wB97M-V/def2-TZVPD).

Structure (ORCA input):
```
! RIJCOSX wB97M-V def2-TZVPD def2/J DEFGRID3
* xyz 0 1
H -23.87 -7.10 13.33
C -24.47 -6.45 19.22
C -23.78 -1.24 20.96
C -22.94 -7.33 13.82
H -25.91 -8.09 22.00
H -24.29 -0.89 21.85
C -27.26 -6.46 21.95
H -21.90 -10.41 22.27
C -26.92 -7.72 22.15
Br -21.51 -7.34 11.29
H -25.73 -11.77 22.46
H -20.44 -4.38 24.22
O -23.07 -8.23 21.96
C -23.51 -9.08 19.77
H -26.53 -5.73 21.63
C -29.30 -8.24 22.75
C -20.80 -5.23 22.24
Br -20.35 -6.84 24.53
C -23.98 -6.70 20.44
Br -22.51 0.05 20.24
C -23.45 -8.03 20.83
H -25.47 -1.05 19.72
H -23.12 -2.03 21.29
C -22.05 -8.21 12.97
C -24.25 -7.39 18.11
H -21.81 -5.63 22.23
C -29.63 -6.97 22.58
H -20.28 -5.82 21.49
H -24.51 -12.24 21.21
C -20.12 -5.16 23.54
O -23.84 -14.00 23.08
H -23.08 -7.86 14.76
O -24.37 -7.09 16.95
H -23.34 -10.12 20.02
O -24.16 -12.14 24.67
H -19.81 -10.88 23.17
O -22.28 -12.19 23.06
H -24.11 -2.06 19.00
H -24.73 -5.43 18.97
H -20.40 -11.72 24.48
H -30.63 -6.62 22.79
H -30.01 -8.93 23.20
H -19.05 -5.07 23.42
Br -21.98 -5.71 14.32
C -23.85 -8.77 18.52
C -21.96 -10.77 23.29
H -24.17 -5.92 21.17
H -24.00 -9.56 17.80
S -23.77 -12.61 23.38
H -24.31 -10.69 22.22
O -28.93 -4.78 22.04
H -22.52 -9.14 12.66
Br -25.63 -3.37 20.47
C -20.58 -10.79 23.94
H -20.32 -9.93 24.55
C -27.91 -8.76 22.53
O -27.66 -9.93 22.72
C -28.65 -5.96 22.11
H -22.64 -10.37 24.04
C -24.69 -11.71 22.14
H -21.12 -8.40 13.49
C -24.68 -1.78 19.87
Br -20.78 -3.43 21.44
*
```

Output
SMILES = O=C1C=CC(=O)C=C1.O=C1C=CC(=O)C=C1.CCOS(C)(=O)=O.BrCCBr.BrCCBr.BrCCBr
HOMO = -10.0 eV

=====

[2]
Entry from OMol25: C21H28Cl3LaO4 as an isolated structure (wB97M-V/def2-TZVPD).

Structure (ORCA input):
```
! RIJCOSX wB97M-V def2-TZVPD def2/J DEFGRID3
* xyz 0 1
C -1.14 1.99 -2.86
H 3.81 -1.73 -4.15
H -0.17 2.12 -3.36
H 3.99 0.39 -0.84
O 0.74 -1.93 0.59
C -1.99 3.14 1.50
H 0.98 0.22 0.76
H 2.52 -0.60 2.93
H 2.48 -0.69 0.78
H 4.21 -3.17 -2.31
H -3.81 2.90 -1.04
O -3.99 -1.47 1.73
H 0.24 -3.75 1.34
H 2.30 -3.42 -0.88
H 5.02 -2.09 -1.07
H 2.50 -0.54 -3.98
H 3.48 0.89 -2.48
H -2.75 3.83 1.12
H -4.03 0.45 -2.12
C -0.58 3.29 1.36
Cl -5.41 2.14 1.11
C -3.17 1.12 -2.23
H -3.20 1.73 2.74
C -5.45 0.41 1.56
C -2.23 2.03 2.33
C 4.02 0.13 -1.91
C -1.80 2.95 -2.05
C 0.04 2.24 2.10
H -1.43 3.95 -1.78
C -0.99 1.46 2.69
C -4.08 -0.35 1.25
H -0.77 -2.46 2.07
Cl -6.71 -0.42 0.62
H -1.81 -0.05 -3.57
O -3.16 0.26 0.51
H -0.87 0.62 3.38
La -1.25 0.99 -0.35
C -3.06 2.41 -1.65
H 0.77 -0.32 3.13
H 5.07 0.11 -2.25
O 2.18 -1.28 -1.21
H 2.20 -2.26 -3.62
C 2.90 -2.51 -0.68
H 1.11 2.13 2.28
Cl -5.77 0.28 3.31
C 0.23 -2.70 1.70
C 4.10 -2.37 -1.58
C -2.00 0.86 -2.99
H 2.16 -2.99 2.37
C 2.92 -1.45 -3.56
C 1.53 -0.93 2.60
H 1.00 -2.80 3.74
C 3.31 -1.19 -2.13
H -0.07 4.11 0.84
C 1.43 -0.76 1.10
C 1.28 -2.44 2.74
H 3.19 -2.49 0.38
*
```

Output
HOMO = -7.9 eV

=====

[3]
Entry from OMol25: C21H28ClN3O in the gas phase (wB97M-V/def2-TZVPD).

Structure (ORCA input):
```
! RIJCOSX wB97M-V def2-TZVPD def2/J DEFGRID3
* xyz 0 1
C 5.20 -1.16 -0.08
Cl 5.41 -2.87 -0.18
C 2.53 1.43 -0.02
H -4.72 -0.30 1.79
H 8.55 0.82 -1.33
C -2.21 1.29 -1.05
H -6.69 0.83 0.90
H -2.29 1.93 -1.94
H 2.47 2.51 0.06
C 8.39 0.73 -0.26
H -5.87 -1.64 -0.70
C -2.73 -1.31 0.75
H -4.29 1.25 1.06
O -0.16 2.34 0.56
H -8.32 -2.04 -0.94
C 6.06 1.07 0.09
H -7.87 -0.52 -1.71
C 7.74 -0.63 0.05
C -4.63 0.23 0.84
C -6.03 0.30 0.21
H -4.12 0.56 -1.67
C 1.39 0.67 -0.13
H 0.59 -1.33 -0.25
N -0.86 0.79 -0.93
H 7.53 2.07 1.24
H -6.00 0.87 -0.72
C -1.95 -0.62 1.87
C -3.24 0.15 -1.17
H 2.78 -2.42 -0.23
H -2.60 -0.35 2.69
H 8.01 -0.98 1.05
C 6.28 -0.33 0.01
C -6.58 -1.10 -0.07
H -0.58 0.06 -1.56
C 7.37 1.78 0.20
H 9.35 0.84 0.24
C -7.94 -1.04 -0.76
H -6.68 -1.64 0.87
H 7.39 2.69 -0.41
H -1.45 0.28 1.52
H -1.19 -1.31 2.25
H -8.66 -0.51 -0.14
C 1.49 -0.73 -0.21
C 0.07 1.36 -0.12
C 2.71 -1.34 -0.19
H -3.29 -2.16 1.19
C 3.80 0.83 -0.01
H -2.40 1.91 -0.17
N 4.89 1.63 0.08
N -3.69 -0.51 0.02
H -2.04 -1.73 0.02
H -2.82 -0.62 -1.84
H 8.03 -1.41 -0.66
C 3.90 -0.59 -0.10
*
```

Output
SMILES = CCCCN(CC)CCNC(=O)c1ccc2c(Cl)c3c(nc2c1)CCC3
HOMO = -8.1 eV

=====

[4]
Entry from OMol25: C21H28ClN3O2SeTm as an isolated structure (wB97M-V/def2-TZVPD).

Structure (ORCA input):
```
! RIJCOSX wB97M-V def2-TZVPD def2/J DEFGRID3
* xyz -1 3
H -1.85 -2.21 -5.06
H 1.21 -5.23 0.99
H 1.04 -4.19 3.37
H 2.35 4.05 -0.08
Cl 2.46 -0.06 -0.86
H -2.68 3.10 -3.72
H -0.54 -4.16 2.54
H 2.89 1.85 0.97
O 0.30 4.06 -0.49
C 1.16 3.06 1.48
H -0.93 -3.13 -3.86
C 1.41 4.18 0.48
H 3.00 -3.05 2.43
O 0.21 -4.08 -0.45
C -1.55 0.01 -1.09
H 3.12 2.97 2.35
C -0.31 2.92 -0.25
C -1.64 0.02 -3.84
C 0.06 0.02 4.22
C -1.79 -2.47 -4.00
N 0.26 0.02 3.04
H -2.34 2.57 -0.25
N 0.21 2.20 0.73
N 0.14 -2.21 0.75
H -2.70 -3.05 -3.75
H 2.09 -1.54 2.64
C 2.42 2.29 1.86
C 2.33 -2.35 1.93
H -0.91 3.18 -3.82
C 0.35 -3.57 2.80
C 1.29 -4.23 0.55
H -1.77 -3.41 -1.71
C 1.05 -3.08 1.53
H 1.37 5.19 0.90
H 0.18 2.74 3.38
C -1.64 1.25 -3.17
H -1.67 -0.01 0.01
C -1.56 -1.23 -1.79
C -1.77 2.52 -3.97
H -1.83 2.28 -5.03
H 0.05 -2.71 3.41
Tm 0.64 -0.01 0.83
H -2.41 -2.56 -0.31
H 2.25 -4.13 0.02
H 2.82 -1.93 1.04
C -1.59 -2.56 -1.04
C -1.55 2.58 -1.02
H -1.66 0.03 -4.92
C -1.65 -1.21 -3.18
H -1.76 3.43 -1.67
C -1.55 1.25 -1.77
H -0.38 4.20 2.51
Se -0.19 0.02 5.95
H 1.22 4.19 3.30
C -0.38 -2.92 -0.24
C 0.50 3.58 2.75
H 2.17 1.50 2.58
*
```

Output
HOMO (spin up / spin down) = -0.5 / -2.0 eV
expectation value of S² = 2.03

=====

Result set for total energy: -467650.517, -68846.883, -41272.937, -138198.156 eV, one per record in the order listed.